Entry 1:
Density functional theory data (ωB97M-V/def2-TZVPD) for a 7-piece molecular cluster, C46H92N2O15S3 overall.

Values from the calculation:
Multiplicity ... 1
HOMO level ... -8.47 eV
Lowest unoccupied orbital energy ... -0.760 eV
Kohn-Sham gap ... 7.71 eV

Geometry as XYZ:
```
158
C46H92N2O15S3 ωB97M-V/def2-TZVPD
C -3.29757 -2.00464 0.38063
C -4.07303 -1.92983 -1.06225
C -4.77137 -0.48059 -1.39786
C -3.84422 0.82548 -1.04639
C -2.32732 0.77026 -1.74815
C -1.53277 2.09341 -1.19506
C 0.09255 2.06903 -1.40601
C 0.70100 1.04253 -0.23421
N 1.98357 0.36705 -0.66604
C 2.01626 -0.94579 0.07906
C 1.27206 -2.18030 -0.72140
C 1.53747 -2.20467 -2.33894
C 0.19481 -2.66747 -3.22330
C -0.36961 -1.44367 -4.19541
C 0.04066 -1.62472 -5.78211
C -0.99294 -0.79203 -6.79952
C -0.16249 0.09286 -7.94192
C 3.21049 1.21865 -0.43641
S 4.82592 0.67036 -0.74922
S 3.12153 3.02513 0.18262
C 2.90895 3.07987 2.04278
C 2.49130 4.65692 2.41015
C 1.34493 4.77146 3.57631
O 1.11982 6.23858 3.79088
S 0.03955 6.85605 2.61370
O -0.84395 7.92556 3.36284
O 0.84763 7.66200 1.34641
C 0.06270 8.78510 0.80614
C -1.38951 8.36839 0.16335
N -1.75647 7.10115 -0.24481
H -2.15603 -2.28028 0.16983
H -3.28210 -1.00533 0.99103
H -3.75531 -2.82516 1.11698
H -4.85370 -2.82323 -1.18400
H -3.23443 -2.08862 -1.89665
H -5.03415 -0.40154 -2.55988
H -5.82425 -0.39895 -0.84110
H -3.69344 0.95499 0.12962
H -4.31965 1.83954 -1.45819
H -2.40237 0.73566 -2.93885
H -1.81722 -0.26119 -1.44996
H -1.73378 2.14630 -0.02276
H -1.93683 3.06391 -1.75962
H 0.32808 1.54779 -2.44416
H 0.60961 3.11904 -1.37145
H 0.73380 1.53615 0.83072
H -0.11617 0.17430 -0.15563
H 1.40084 -0.78180 1.08487
H 3.07839 -1.32470 0.38822
H 1.57436 -3.23181 -0.30205
H 0.09640 -2.04443 -0.56726
H 1.87181 -1.18104 -2.80450
H 2.38556 -2.98749 -2.64006
H 0.40183 -3.59373 -3.91219
H -0.68693 -2.98149 -2.49539
H -1.55769 -1.33701 -4.14812
H 0.04709 -0.39451 -3.84966
H -0.02669 -2.75270 -6.14933
H 1.13081 -1.20425 -6.01933
H -1.71745 -1.54160 -7.38068
H -1.67871 -0.03104 -6.22875
H 0.65246 0.72370 -7.38665
H -0.87460 0.85384 -8.51885
H 0.35096 -0.61223 -8.73874
H 2.14914 2.30102 2.48205
H 3.97399 2.93085 2.54908
H 1.99899 5.07979 1.40957
H 3.42884 5.33561 2.61053
H 1.72016 4.30266 4.59376
H 0.31307 4.30307 3.28383
H 0.68853 9.26562 -0.08725
H -0.07918 9.67658 1.58450
H -2.18897 9.22279 0.02704
H -2.74020 7.13988 -0.61597
O -0.50555 1.72333 8.61942
C -0.30684 2.93087 8.49274
O -1.27045 3.72989 7.98100
C -1.21368 5.16901 7.96558
C -0.45455 5.66754 6.75207
C 1.03235 3.52297 8.81398
H -0.81052 5.55758 8.90508
H -2.25041 5.51787 7.90738
H 0.58504 5.32889 6.76021
H -0.46205 6.76068 6.71489
H -0.90579 5.28030 5.83265
H 1.69616 3.39874 7.95454
H 1.45023 2.98895 9.67315
H 0.99289 4.57233 9.09980
O -0.55835 -1.98939 -10.03216
C 0.17195 -2.91465 -10.38465
O -0.36050 -4.03798 -10.91706
C 0.40543 -5.09207 -11.53088
C 0.90165 -6.07651 -10.49066
C 1.65081 -2.85440 -10.14676
H 1.21267 -4.68540 -12.14666
H -0.27501 -5.60854 -12.21655
H 1.57434 -5.59918 -9.77293
H 1.43477 -6.90448 -10.96674
H 0.06231 -6.48156 -9.91591
H 1.86391 -3.17412 -9.12350
H 1.98093 -1.81910 -10.27773
H 2.23418 -3.44903 -10.84711
O -3.46117 -3.91651 -4.10001
C -4.64173 -3.80958 -4.42950
O -5.62428 -4.12099 -3.55402
C -7.02327 -3.85463 -3.76940
C -7.67051 -4.97122 -4.56422
C -5.01254 -3.42361 -5.82977
H -7.17170 -2.87123 -4.22445
H -7.48460 -3.80782 -2.77699
H -7.22882 -5.06518 -5.55999
H -8.74362 -4.79214 -4.67721
H -7.52447 -5.93306 -4.06178
H -4.99259 -4.31268 -6.46526
H -4.27668 -2.70109 -6.19643
H -5.98196 -2.93558 -5.91007
O -3.18761 -4.17735 5.66590
C -3.07108 -3.14054 6.31793
O -1.89682 -2.46982 6.32705
C -1.70990 -1.16021 6.89672
C -1.42376 -1.25226 8.38235
C -4.19257 -2.65261 7.18477
H -2.55711 -0.50698 6.66936
H -0.84094 -0.72521 6.39117
H -2.26112 -1.69684 8.92701
H -1.22740 -0.26032 8.79935
H -0.55315 -1.89051 8.56561
H -4.15748 -3.17306 8.14529
H -5.14000 -2.87914 6.68574
H -4.18651 -1.57675 7.34876
O 2.76957 -6.80023 10.33262
C 2.33264 -5.91349 9.60017
O 1.12704 -6.05472 9.00399
C 0.44406 -5.00871 8.28711
C 0.91054 -4.94661 6.84629
C 3.16337 -4.70709 9.28121
H 0.53967 -4.04951 8.80382
H -0.62070 -5.26516 8.30783
H 1.97536 -4.70803 6.77761
H 0.34970 -4.18873 6.29177
H 0.77181 -5.91626 6.35695
H 3.84509 -4.94633 8.46101
H 3.74581 -4.44278 10.16940
H 2.57921 -3.82430 9.02856
O 8.63034 3.69054 -4.85885
C 8.55971 3.68096 -3.63059
O 7.45011 3.21251 -3.01562
C 7.33880 2.98222 -1.59819
C 6.94474 4.25344 -0.87283
C 9.65728 4.27095 -2.79723
H 8.25299 2.53400 -1.19877
H 6.54745 2.23605 -1.46825
H 7.70118 5.03436 -0.98884
H 6.80698 4.06111 0.19507
H 6.01162 4.65415 -1.28224
H 9.51156 5.35169 -2.72329
H 10.61345 4.06839 -3.28986
H 9.73324 3.84084 -1.80042
```

Atom charges from the Löwdin analysis, given in e for atoms 1 to 4: -0.14 -0.25 -0.23 -0.23

---

Entry 2:
Density functional theory data (ωB97M-V/def2-TZVPD) for C46H97N4O14V as an isolated structure.

Values from the calculation:
Multiplicity ... 4
HOMO level (alpha / beta) ... -2.43 / -5.09 eV
Total charge ... -1
Expectation value of S² ... 3.754
Lowest unoccupied orbital energy (alpha / beta) ... 2.055 / 2.054 eV
Kohn-Sham gap (alpha / beta) ... 4.49 / 7.15 eV

Geometry as XYZ:
```
162
C46H97N4O14V ωB97M-V/def2-TZVPD
V -10.34862 14.71193 2.66567
C -9.11126 11.92002 -0.21387
C -9.50442 13.14925 0.56553
O -10.65681 13.36896 0.94141
O -8.79377 14.00045 1.12091
H -9.64232 11.87694 -1.16478
H -9.43507 11.05261 0.36133
H -8.03192 11.98216 -0.35261
C -10.63835 18.47130 0.82798
C -10.66153 17.09677 1.52410
O -9.80927 16.74983 2.40081
O -11.44739 16.20575 1.25074
H -9.65016 18.69658 0.42697
H -10.75840 19.25408 1.57696
H -11.43644 18.56612 0.09167
C -13.55895 15.35004 5.32585
C -12.41563 15.03196 4.34398
O -12.57909 14.54290 3.21749
O -11.25918 15.18554 4.61173
H -14.43193 15.70075 4.77538
H -13.28693 16.27843 5.82805
H -13.75216 14.59998 6.09278
C -9.87842 19.08987 -2.60877
C -9.27801 20.15704 -3.49818
O -8.18390 19.63478 -4.32002
O -10.33750 18.09588 -3.54822
H -10.66538 19.39452 -1.91885
H -9.13669 18.45794 -2.12031
H -8.99280 21.02793 -2.90801
H -9.99211 20.59956 -4.19268
H -8.50980 18.81355 -4.69547
H -10.92029 17.48192 -3.09541
C -8.30420 13.65533 4.68287
C -8.84040 12.44261 4.07922
O -10.10032 12.74131 3.60710
O -8.40197 14.85686 3.91328
H -7.34327 13.51623 5.17819
H -8.85303 14.07395 5.52645
H -8.85273 11.70420 4.88090
H -8.29688 11.99412 3.24762
H -10.63343 11.95131 3.72237
H -7.64501 15.33763 4.25602
C -14.20955 14.52988 -0.81283
C -14.07695 15.11071 -2.24316
C -15.37504 14.80417 -2.97039
C -16.57094 15.73417 -2.57860
C -16.21940 17.22960 -2.72051
C -14.93169 17.59152 -1.98592
N -13.87547 16.58589 -2.18835
O -12.66505 16.90685 -1.66449
C -14.54352 19.05183 -2.51742
C -15.20317 17.65443 -0.42599
C -12.87262 14.40814 -2.96734
H -15.21052 14.45298 -0.38827
H -13.43691 14.87401 -0.12528
H -14.04510 13.46404 -0.65466
H -15.24267 14.78793 -4.05220
H -15.47993 13.80945 -2.53723
H -16.80205 15.68876 -1.51435
H -17.37291 15.41941 -3.24634
H -17.06167 17.90615 -2.57574
H -15.94517 17.47925 -3.74548
H -15.38703 19.72940 -2.38514
H -13.70632 19.38593 -1.90457
H -14.21955 19.17795 -3.55050
H -14.39068 17.96489 0.23095
H -15.88252 18.49849 -0.30702
H -15.71454 16.77978 -0.02399
H -12.92073 14.64865 -4.02939
H -12.90134 13.32992 -2.81014
H -11.91677 14.79207 -2.61089
H -12.64441 16.65450 -0.73848
C -12.57061 22.94874 4.53098
C -13.20915 22.47775 3.16344
C -12.70030 21.08397 2.87890
C -13.50607 20.25204 1.85824
C -14.99644 20.18006 2.39978
C -15.53730 21.66456 2.37230
N -14.72431 22.56403 3.14463
O -15.23924 23.85453 3.26469
C -15.73112 21.95957 0.91971
C -16.94516 21.54679 3.00799
C -12.72608 23.43615 1.95000
H -11.51662 22.77447 4.74738
H -13.06968 22.55774 5.41764
H -12.59203 24.03837 4.54963
H -11.72485 21.31687 2.45189
H -12.59194 20.64955 3.87270
H -13.21249 19.21554 2.02429
H -13.28844 20.50702 0.82107
H -14.94415 19.68879 3.37139
H -15.47326 19.60502 1.60601
H -14.78291 22.02460 0.38608
H -16.36321 21.24321 0.39494
H -16.13859 22.95872 0.76549
H -17.55691 22.44772 2.96107
H -17.49447 20.83258 2.39461
H -16.90234 21.16668 4.02866
H -13.02254 23.05548 0.97260
H -11.63935 23.51161 1.91212
H -13.15192 24.43879 1.98815
H -15.38650 23.98406 4.20444
C -6.03903 26.79003 0.72199
C -6.51869 25.54956 1.62058
C -7.90483 25.91679 2.21662
C -8.62965 24.74954 2.90282
C -8.70366 23.54066 1.92852
C -7.35999 23.14546 1.28263
N -6.65598 24.36061 0.78847
O -5.40839 23.99625 0.09454
C -6.63880 22.29359 2.42101
C -7.77898 22.29721 0.03773
C -5.63792 25.32556 2.79376
H -6.72946 27.01122 -0.09193
H -5.05911 26.72175 0.24954
H -6.12879 27.68430 1.33870
H -7.82297 26.73309 2.93428
H -8.56309 26.36917 1.47490
H -9.64701 24.96792 3.22748
H -8.10174 24.60934 3.84609
H -9.49154 23.69684 1.19167
H -9.01353 22.66811 2.50362
H -7.22976 21.43026 2.72678
H -5.76522 21.94670 1.86906
H -6.10520 22.88007 3.16895
H -8.40146 22.88821 -0.63407
H -6.98154 22.09748 -0.67803
H -8.25231 21.32303 0.16033
H -4.72006 25.06335 2.26756
H -6.05950 24.73192 3.60489
H -5.20953 26.23971 3.20473
H -5.71914 23.54558 -0.69408
C -11.26902 19.28977 6.62211
C -9.72800 19.26388 6.48923
C -9.25380 20.37167 5.50522
C -9.18440 21.80725 6.07292
C -8.36462 21.82097 7.31132
C -8.81215 20.77885 8.41100
N -9.06502 19.48370 7.76956
O -9.35404 18.43861 8.65468
C -7.64583 20.75188 9.39741
C -10.10533 21.43426 9.10605
C -9.37870 17.83808 5.91030
H -11.68322 18.36705 7.02846
H -11.61421 19.20035 5.59209
H -11.47982 20.23864 7.11538
H -8.31426 20.02825 5.07229
H -9.95405 20.41908 4.67126
H -10.15117 22.19369 6.39559
H -8.81371 22.53212 5.34817
H -8.54383 22.80092 7.75367
H -7.34815 21.73530 6.92721
H -7.75487 19.90123 10.07017
H -6.66592 20.69141 8.92392
H -7.69654 21.59116 10.09107
H -10.62056 20.64316 9.65082
H -9.90788 22.20094 9.85527
H -10.87839 21.60688 8.35726
H -9.66975 17.02679 6.57752
H -8.30381 17.76535 5.74468
H -9.85041 17.67032 4.94210
H -8.51111 17.98284 8.59678
```

Atom charges from the Löwdin analysis, given in e for atoms 1 to 4: 0.94 0.00 -0.74 -0.09

---

Entry 3:
Density functional theory data (ωB97M-V/def2-TZVPD) for a 11-piece molecular cluster, C46H99N7O11 overall.

Values from the calculation:
Multiplicity ... 1
HOMO level ... -7.56 eV
SMILES string ... CCN(CC)CC.CCN(CC)CC.CCN(CC)CC.CCN(CC)CC.O=C1CCCO1.O=C1CCCO1.O=C1CCCO1.O=C1CCCO1.CC(N)=O.CC(N)=O.CC(N)=O
Lowest unoccupied orbital energy ... 0.453 eV
Kohn-Sham gap ... 8.02 eV

Geometry as XYZ:
```
163
C46H99N7O11 ωB97M-V/def2-TZVPD
C 20.36332 -6.32335 0.57129
C 19.85578 -6.60047 -0.84210
N 20.71052 -7.51972 -1.62873
C 22.02130 -7.00350 -2.26668
C 22.93583 -8.17617 -2.72125
C 19.92131 -8.10798 -2.79352
C 18.87197 -9.12561 -2.31930
H 19.99747 -7.09087 1.25332
H 20.14198 -5.30554 0.89249
H 21.44597 -6.41081 0.66265
H 18.87210 -7.05773 -0.73540
H 19.90169 -5.82335 -1.60505
H 22.57762 -6.32983 -1.61491
H 21.72342 -6.51939 -3.19674
H 22.63137 -9.12069 -2.27038
H 24.00963 -8.01068 -2.80864
H 22.71143 -8.44275 -3.75405
H 19.33615 -7.37186 -3.34471
H 20.50342 -8.52500 -3.61532
H 18.37822 -9.60554 -3.16427
H 19.39760 -9.95638 -1.84856
H 18.06990 -8.68436 -1.72762
C 21.89145 -2.67603 -7.85553
C 21.17922 -1.40652 -7.29014
N 20.76852 -1.40976 -5.82598
C 21.69113 -2.13872 -5.01289
C 21.53198 -3.59214 -4.84722
C 20.06735 -0.23065 -5.21912
C 19.52564 -0.51565 -3.80514
H 21.27973 -3.57717 -7.89851
H 22.66928 -3.10488 -7.22374
H 22.42618 -2.46623 -8.78190
H 21.70394 -0.45293 -7.34855
H 20.21632 -1.22989 -7.76944
H 22.75667 -2.01643 -5.20727
H 21.54107 -1.75434 -4.00401
H 22.38464 -4.06489 -4.35981
H 20.61324 -3.86311 -4.32704
H 21.50374 -4.22850 -5.73172
H 19.25314 0.11807 -5.85438
H 20.74713 0.61931 -5.15941
H 18.72333 0.21555 -3.70645
H 20.25982 -0.34515 -3.01772
H 19.12004 -1.52655 -3.76435
C 21.87515 -11.24261 0.02554
C 22.08074 -10.20111 1.14284
N 21.41403 -10.61492 2.42959
C 22.34163 -11.36636 3.19898
C 23.38895 -10.39533 3.78499
C 20.78894 -9.54324 3.17819
C 20.32044 -9.80642 4.63671
H 22.12468 -10.98955 -1.00489
H 20.80049 -11.41411 -0.03632
H 22.25643 -12.21150 0.34798
H 23.13232 -9.99472 1.34209
H 21.63239 -9.28157 0.76664
H 21.80899 -11.88534 3.99588
H 22.73794 -12.05494 2.45272
H 23.00313 -9.87949 4.66428
H 24.20177 -10.99908 4.18860
H 23.81514 -9.72439 3.03913
H 19.88053 -9.35685 2.60535
H 21.39024 -8.63431 3.15868
H 20.35122 -8.87783 5.20669
H 20.91986 -10.43473 5.29552
H 19.26190 -10.01476 4.48125
C 19.97541 -3.92590 8.24484
C 20.33369 -5.25483 7.58694
N 21.52095 -5.31742 6.75455
C 21.19264 -4.51298 5.60661
C 20.06360 -4.98051 4.68081
C 22.73810 -4.99329 7.48045
C 23.96423 -5.40174 6.65775
H 18.92840 -3.96845 8.54493
H 19.90310 -3.05846 7.58876
H 20.58948 -3.77051 9.13190
H 20.46877 -5.94996 8.41558
H 19.54892 -5.73307 7.00081
H 21.32202 -3.43452 5.69768
H 22.08692 -4.68286 5.00703
H 19.86074 -6.04437 4.80390
H 19.22248 -4.35961 4.98920
H 20.40066 -4.78557 3.66273
H 22.73802 -5.50224 8.44433
H 22.55271 -3.93849 7.68324
H 24.68918 -4.64026 6.94536
H 23.78707 -5.26192 5.59137
H 24.45406 -6.37491 6.62409
O 15.84658 -9.34796 -0.67049
C 16.27825 -10.03509 0.29957
C 17.62387 -10.28260 0.84456
C 17.33029 -10.68676 2.27526
C 15.90865 -11.08396 2.20290
O 15.51138 -10.83791 0.81961
H 18.03156 -11.13081 0.29463
H 18.27697 -9.40994 0.84923
H 17.95645 -11.53396 2.55506
H 17.53685 -9.95457 3.05584
H 15.69419 -12.11551 2.48218
H 15.36208 -10.50003 2.94345
O 25.36636 -6.26596 0.15854
C 24.77404 -5.49216 0.97315
C 23.76522 -5.80146 2.04134
C 23.09551 -4.38558 2.14921
C 24.14775 -3.38475 1.84962
O 24.96551 -4.10423 0.89903
H 23.06500 -6.63675 2.03222
H 24.43220 -6.03557 2.87106
H 22.39474 -4.31410 1.31739
H 22.50484 -4.30910 3.06209
H 23.54361 -2.53291 1.53737
H 24.61959 -3.10952 2.79287
O 20.62458 -6.82756 -6.00194
C 21.48791 -7.41822 -6.69969
C 22.24242 -6.81877 -7.95615
C 23.48605 -7.74401 -7.87262
C 22.94912 -9.03510 -7.32095
O 21.89846 -8.59146 -6.47123
H 21.64996 -6.88359 -8.86877
H 22.50155 -5.77270 -7.79284
H 23.94888 -7.84744 -8.85404
H 24.19482 -7.34734 -7.14570
H 22.43086 -9.64260 -8.06288
H 23.70114 -9.53784 -6.71282
O 15.46902 -3.38354 -1.32499
C 15.71594 -4.44152 -1.85702
C 16.34084 -4.68360 -3.18364
C 16.14624 -6.15421 -3.52527
C 15.54924 -6.71172 -2.19316
O 15.38359 -5.61496 -1.28816
H 16.02865 -4.06670 -4.02630
H 17.40695 -4.56820 -2.98819
H 15.47241 -6.29886 -4.36975
H 17.10938 -6.60077 -3.77234
H 14.65191 -7.31558 -2.32828
H 16.20171 -7.44100 -1.71300
C 26.05478 -6.18580 -5.16734
C 25.64843 -4.77510 -5.56505
N 25.72649 -3.73825 -4.70535
O 25.08526 -4.62829 -6.60482
H 26.58495 -6.57932 -6.03460
H 25.21002 -6.85295 -4.99591
H 26.84023 -6.29303 -4.41922
H 25.35873 -2.83934 -4.98253
H 26.42078 -3.66878 -3.97514
C 18.18988 -14.59210 -2.61320
C 18.70354 -13.15285 -2.50771
N 18.67753 -12.36460 -3.57453
O 19.03526 -12.68980 -1.48197
H 18.97843 -15.32076 -2.80121
H 17.53602 -14.60111 -3.48526
H 17.64498 -14.98036 -1.75271
H 19.05947 -11.43053 -3.53274
H 18.50232 -12.85040 -4.44251
C 17.00506 -4.70421 1.78011
C 16.79728 -5.76375 2.84494
N 16.68784 -6.98029 2.43690
O 16.62527 -5.49300 3.97973
H 16.37727 -5.02041 0.94705
H 18.04896 -4.65728 1.47001
H 16.72202 -3.72824 2.17441
H 16.93290 -7.16712 1.47506
H 16.60916 -7.63171 3.20473
```

Atom charges from the Löwdin analysis, given in e for atoms 1 to 4: -0.07 -0.22 -0.15 -0.18